{"formula": "C28H77N7O7", "method": "ωB97M-V/def2-TZVPD", "symbols": ["C", "O", "C", "C", "C", "N", "H", "H", "H", "H", "H", "H", "H", "H", "H", "H", "H", "C", "O", "C", "C", "C", "N", "H", "H", "H", "H", "H", "H", "H", "H", "H", "H", "H", "C", "O", "C", "C", "C", "N", "H", "H", "H", "H", "H", "H", "H", "H", "H", "H", "H", "C", "O", "C", "C", "C", "N", "H", "H", "H", "H", "H", "H", "H", "H", "H", "H", "H", "C", "O", "C", "C", "C", "N", "H", "H", "H", "H", "H", "H", "H", "H", "H", "H", "H", "C", "O", "C", "C", "C", "N", "H", "H", "H", "H", "H", "H", "H", "H", "H", "H", "H", "C", "O", "C", "C", "C", "N", "H", "H", "H", "H", "H", "H", "H", "H", "H", "H", "H"], "coordinates": [[-2.00232, 3.68140, 1.83431], [-1.56452, 3.93250, 3.16445], [-0.17317, 4.17668, 3.28001], [0.13472, 4.83785, 4.62134], [-0.85780, 5.94201, 4.91290], [1.48546, 5.41538, 4.63934], [-1.17894, 3.23534, 1.25829], [-2.31962, 4.59206, 1.32503], [-2.74815, 2.89980, 1.96642], [0.36450, 3.22623, 3.16209], [0.12389, 4.87861, 2.48471], [0.12395, 4.07488, 5.40469], [-0.95017, 6.53628, 3.99755], [-0.49765, 6.58121, 5.71471], [-1.82959, 5.51300, 5.13768], [2.19369, 4.76393, 4.32128], [1.51969, 6.21863, 4.02024], [-5.91669, 3.29506, 1.13925], [-5.17069, 2.15083, 1.40684], [-4.83836, 1.37530, 0.29388], [-4.78475, -0.09612, 0.67019], [-3.91279, -0.35377, 1.89490], [-4.36076, -0.83372, -0.52366], [-5.41541, 4.01042, 0.46941], [-6.10450, 3.82421, 2.07277], [-6.88874, 3.07134, 0.67757], [-5.55871, 1.49674, -0.52505], [-3.85312, 1.64074, -0.12932], [-5.80356, -0.41771, 0.90483], [-4.38548, 0.02676, 2.79765], [-2.88875, 0.02407, 1.80079], [-3.74931, -1.43317, 1.99059], [-3.35132, -0.98178, -0.51195], [-4.65721, -1.80272, -0.42996], [-2.15704, 0.39595, -5.56809], [-2.25097, 0.01754, -6.91627], [-3.50800, -0.54113, -7.25536], [-3.53358, -0.74102, -8.74163], [-4.92410, -0.87733, -9.31088], [-2.69032, -1.88093, -9.13471], [-1.11772, 0.68813, -5.42165], [-2.54269, -0.37933, -4.90199], [-2.68673, 1.33572, -5.34274], [-3.70107, -1.49533, -6.74964], [-4.26576, 0.20903, -6.98732], [-3.14428, 0.18811, -9.18456], [-4.86824, -0.82462, -10.40142], [-5.45616, 0.05128, -9.07148], [-5.52101, -1.72611, -8.98839], [-1.72642, -1.67340, -8.88180], [-2.64460, -1.87773, -10.15113], [3.88213, -1.28577, 4.35629], [5.13317, -1.91790, 4.32308], [6.04285, -1.23478, 3.49074], [7.45932, -1.41334, 4.00154], [7.92871, -2.88176, 3.95231], [7.53319, -0.88246, 5.36506], [3.07141, -1.99367, 4.16580], [3.74534, -0.47613, 3.63191], [3.65299, -0.78847, 5.30839], [5.97701, -1.42934, 2.41386], [5.87550, -0.15187, 3.59387], [8.15262, -0.83025, 3.39018], [7.10928, -3.56033, 4.19124], [8.75877, -3.04264, 4.64088], [8.31449, -3.14963, 2.96354], [6.70249, -1.10348, 5.90015], [8.30585, -1.30541, 5.86287], [-3.15098, 2.98230, -3.05398], [-1.83768, 2.51127, -2.80266], [-0.95231, 3.55964, -2.44003], [0.47490, 3.04253, -2.48958], [1.42084, 4.15942, -2.04553], [0.80910, 2.57602, -3.83096], [-3.14745, 3.35688, -4.08443], [-3.39371, 3.88291, -2.46801], [-3.86630, 2.22027, -2.76122], [-1.01928, 4.40812, -3.13343], [-1.20646, 3.82630, -1.40389], [0.60128, 2.22258, -1.78050], [1.74187, 3.98654, -1.01536], [0.93389, 5.13519, -2.09457], [2.35407, 4.17871, -2.60642], [0.65103, 3.30963, -4.51983], [0.13614, 1.88003, -4.13897], [1.72748, -7.62779, 3.13761], [1.36219, -6.46163, 2.43379], [2.16812, -6.05608, 1.36322], [3.58698, -5.66252, 1.75036], [3.61046, -4.55656, 2.80975], [4.34080, -5.30041, 0.54877], [2.80217, -7.59167, 3.34025], [1.49699, -8.52128, 2.54815], [1.20217, -7.66991, 4.08649], [2.28178, -6.83173, 0.58706], [1.61217, -5.23947, 0.89670], [4.08339, -6.52011, 2.21215], [4.50550, -4.53942, 3.44056], [2.83469, -4.65481, 3.57797], [3.53103, -3.56060, 2.36475], [5.29653, -5.05686, 0.78196], [3.93063, -4.43539, 0.20246], [-1.49640, -2.21194, -2.10192], [-1.21155, -1.85471, -0.76758], [-0.40220, -0.69800, -0.70562], [0.20908, -0.62944, 0.67712], [0.92225, 0.66774, 1.04916], [1.07729, -1.79174, 0.92189], [-1.82840, -1.29207, -2.61744], [-2.31619, -2.91943, -2.17036], [-0.62307, -2.49404, -2.70050], [0.35246, -0.63031, -1.49514], [-1.06343, 0.18347, -0.73025], [-0.63706, -0.66409, 1.38492], [1.03282, 0.60546, 2.13377], [0.33020, 1.57215, 0.88395], [1.86815, 0.79366, 0.52204], [1.23736, -1.92222, 1.91368], [0.53641, -2.59043, 0.60326]], "forces_ev_per_angstrom": [[0.9, -0.9, 0.7], [0.1, 0.1, 0.0], [-0.5, 0.3, -0.2], [0.6, -0.2, 0.1], [0.0, -0.1, -0.4], [0.0, 0.0, 0.0], [-0.1, 0.1, -0.1], [-0.3, 0.0, 0.1], [-0.5, 0.4, -0.6], [0.2, 0.1, -0.1], [0.2, -0.1, 0.0], [-0.2, 0.0, 0.0], [-0.1, 0.2, 0.1], [-0.1, -0.1, 0.1], [-0.1, 0.2, 0.1], [-0.1, -0.1, 0.0], [0.0, 0.0, 0.0], [-0.4, 0.8, -0.3], [0.1, -0.1, 0.5], [0.2, -0.3, -0.7], [0.1, 0.0, 0.1], [0.2, -0.6, -0.1], [0.3, -0.7, 0.0], [0.2, -0.2, 0.0], [0.1, -0.2, 0.1], [0.1, -0.2, 0.1], [-0.1, 0.0, 0.1], [0.0, 0.2, 0.2], [0.0, 0.0, 0.0], [0.2, 0.1, 0.1], [-0.2, 0.5, -0.1], [-0.3, 0.0, 0.2], [0.1, 0.5, 0.0], [-0.4, 0.1, -0.1], [0.1, 0.8, -0.1], [0.0, -0.5, -0.1], [-0.1, 0.6, 0.0], [0.4, 0.0, -0.6], [-0.4, 1.0, -0.3], [0.2, 0.3, -0.2], [0.1, -0.6, 0.4], [0.4, -0.1, 0.2], [-0.4, -0.3, -0.2], [0.1, 0.1, 0.2], [-0.2, -0.3, 0.1], [0.1, 0.1, 0.2], [0.0, -0.5, 0.0], [-0.2, -0.2, 0.2], [0.2, -0.2, 0.1], [-0.1, -0.1, 0.3], [-0.2, -0.2, 0.0], [-1.3, 0.5, 0.1], [0.0, 0.1, -0.4], [0.9, 1.5, 0.2], [0.4, -1.1, 0.6], [0.0, 0.1, -0.5], [0.0, 0.3, 0.1], [0.2, -0.2, 0.1], [0.4, -0.2, -0.3], [0.4, -0.3, 0.2], [-0.3, -0.6, 0.1], [-0.2, -0.1, -0.1], [-0.2, 0.1, -0.2], [0.1, 0.0, 0.2], [-0.1, 0.0, 0.1], [-0.2, 0.0, 0.0], [-0.1, -0.1, -0.2], [0.0, 0.1, 0.0], [0.6, 1.0, 0.1], [0.0, 0.0, 0.2], [0.0, -0.9, 0.6], [0.1, 0.4, -0.4], [0.2, -0.1, 0.4], [0.0, -0.3, -0.5], [-0.7, -0.5, -0.2], [0.2, -0.2, 0.3], [-0.1, -0.2, -0.6], [-0.2, 0.1, 0.1], [0.0, 0.6, -0.2], [-0.2, -0.3, -0.2], [-0.2, 0.2, 0.1], [0.2, 0.1, -0.1], [-0.2, 0.0, -0.3], [0.3, 0.3, 0.3], [0.0, -0.2, 0.4], [0.7, 0.1, -0.6], [-0.7, 0.3, 0.6], [0.3, -0.6, -0.6], [0.5, 0.6, 0.9], [-0.1, 0.3, 0.8], [-0.4, 0.1, -0.1], [-0.1, -0.3, 0.2], [0.1, -0.1, 0.0], [-0.2, 0.2, 0.0], [-0.2, -0.1, 0.2], [0.2, 0.2, 0.0], [-0.1, -0.2, -0.3], [0.3, -0.1, -0.5], [-0.3, -0.1, -0.4], [-0.1, -0.1, -0.1], [0.0, -0.1, 0.1], [0.1, -0.1, -0.2], [-0.3, 1.6, -0.9], [0.4, -0.7, -0.2], [-0.3, 0.9, 1.0], [-0.2, -0.2, 0.9], [-0.2, -0.1, -0.1], [-0.2, 0.1, -0.5], [-0.3, -0.2, 0.0], [0.2, -0.3, 0.3], [0.1, -0.5, 0.5], [0.0, -0.3, -0.1], [0.1, 0.0, -0.6], [-0.2, -0.1, -0.3], [0.6, 0.2, 0.0], [-0.2, -0.2, -0.2], [0.1, -0.1, 0.2], [0.0, 0.0, 0.0], [0.2, -0.2, 0.1]], "mulliken_charge": [0.03, -0.38, -0.38, 0.45, -1.43, -0.74, -0.27, 0.33, 0.09, 0.09, 0.31, 0.31, 0.31, 0.43, 0.31, 0.25, 0.26, -0.82, -0.32, -0.19, 0.37, -1.13, -0.70, 0.26, 0.29, 0.38, 0.52, -0.26, 0.35, 0.45, -0.11, 0.45, 0.13, 0.32, -0.41, -0.41, -0.77, 0.72, -1.44, -0.79, 0.11, 0.30, 0.21, 0.34, 0.30, 0.19, 0.39, 0.37, 0.33, 0.27, 0.26, -0.80, -0.30, -0.70, 0.49, -1.25, -0.73, 0.19, 0.35, 0.31, 0.31, 0.46, 0.27, 0.23, 0.38, 0.30, 0.26, 0.24, -1.07, 0.11, -0.76, 1.35, -1.48, -0.75, 0.36, 0.40, 0.26, 0.42, 0.18, -0.48, 0.30, 0.31, 0.44, 0.33, 0.12, -0.67, -0.32, -0.57, 0.43, -1.10, -0.78, 0.29, 0.28, 0.25, 0.36, 0.12, 0.25, 0.27, 0.45, 0.19, 0.28, 0.28, -0.68, -0.42, -0.34, 0.57, -0.96, -0.60, 0.12, 0.33, 0.39, 0.46, 0.14, 0.05, 0.45, -0.25, 0.35, 0.20, 0.26], "gap_ev": 9.67, "e_homo_ev": -9.139, "de_lowest_kj_mol": 160.1, "total_energy_ev": -55043.4765}

---

{"formula": "C5H11O2", "method": "ωB97M-V/def2-TZVPD", "symbols": ["C", "C", "O", "O", "H", "H", "H", "C", "C", "C", "H", "H", "H", "H", "H", "H", "H", "H"], "coordinates": [[1.37307, -0.51360, -2.51151], [0.51705, -1.62711, -1.86474], [-0.67142, -1.37076, -2.00790], [1.20286, -2.59886, -1.36482], [2.20672, -0.90258, -3.01387], [1.80501, 0.22254, -1.84285], [0.75764, 0.05706, -3.14929], [-0.12431, 0.72264, 1.16404], [-0.22388, 0.71864, 2.69328], [-1.44596, 0.50789, 0.36795], [0.39837, 1.66395, 0.97860], [0.40397, -0.21272, 0.78069], [-0.47456, -0.29026, 2.97376], [-1.02183, 1.38244, 2.97475], [-2.19636, 1.33044, 0.62279], [-1.26110, 0.32713, -0.73946], [0.71513, 0.94354, 3.27273], [-1.96041, -0.36037, 0.66586]], "forces_ev_per_angstrom": [[0.2, 0.3, 1.0], [3.5, -0.4, 0.0], [-2.1, -1.0, 0.7], [-2.0, 1.3, -0.5], [1.2, -0.8, -1.0], [0.0, 0.0, 0.8], [-0.7, 0.6, -1.1], [0.3, -1.6, -0.6], [0.5, -0.8, -0.2], [-0.1, 2.5, -0.2], [0.0, -0.3, -1.1], [0.4, 1.5, 0.7], [-0.4, -0.4, 0.5], [-0.3, 0.4, 0.5], [0.9, -0.6, -0.8], [-0.2, 0.7, 1.4], [-0.8, 0.1, -0.9], [-0.3, -1.4, 0.7]], "mulliken_charge": [-1.01, 0.60, -0.69, -0.77, 0.37, 0.22, 0.31, 0.08, -1.24, -1.04, 0.27, 0.08, 0.32, 0.32, 0.32, 0.22, 0.30, 0.34], "gap_ev": 7.65, "total_charge": -1, "e_homo_ev": -3.862, "de_lowest_kj_mol": 86.5, "total_energy_ev": -9459.1329}

---

{"formula": "C28H32BrF6N4O6ReS2", "method": "ωB97M-V/def2-TZVPD", "symbols": ["Re", "C", "C", "C", "C", "C", "C", "N", "N", "C", "C", "C", "C", "C", "N", "H", "H", "H", "H", "H", "H", "H", "H", "H", "C", "C", "C", "C", "C", "C", "C", "Br", "C", "O", "C", "C", "C", "C", "C", "C", "H", "H", "H", "H", "H", "H", "H", "H", "H", "H", "H", "H", "H", "H", "H", "H", "H", "H", "H", "H", "F", "C", "F", "F", "S", "O", "O", "N", "S", "O", "O", "C", "F", "F", "F", "C", "O", "H", "H", "H"], "coordinates": [[-0.44129, -0.78334, 1.66232], [-0.04691, 4.48706, 3.63189], [0.64648, 3.71015, 2.71954], [0.17282, 2.45585, 2.37034], [-1.00641, 1.99165, 2.93940], [-1.72075, 2.77388, 3.84648], [-1.23131, 4.01557, 4.19339], [-1.51372, 0.70384, 2.53147], [-2.72181, 0.49407, 2.84053], [-3.25977, -0.63817, 2.24880], [-4.57653, -0.96439, 2.51726], [-5.15321, -2.00361, 1.81652], [-4.40590, -2.65742, 0.84420], [-3.09506, -2.29725, 0.64070], [-2.50297, -1.31742, 1.35444], [0.32849, 5.46435, 3.90662], [1.56202, 4.07661, 2.27374], [0.70904, 1.86077, 1.65334], [-2.63825, 2.40070, 4.27686], [-1.77641, 4.62281, 4.90416], [-5.11242, -0.38617, 3.25702], [-6.17888, -2.28946, 2.00773], [-4.82946, -3.45366, 0.24757], [-2.49498, -2.78326, -0.11525], [0.89290, 1.36934, -6.13297], [0.00722, 2.23140, -5.22404], [0.57974, 3.65906, -5.15998], [-1.39904, 2.29240, -5.82619], [-0.00734, 1.66613, -3.80544], [-1.17075, 1.59281, -3.05603], [-1.12326, 1.12179, -1.76454], [-2.72918, 1.21081, -0.77974], [0.06557, 0.66546, -1.16257], [0.06918, 0.18955, 0.08770], [1.28205, 0.80456, -1.88877], [1.18577, 1.28617, -3.18336], [2.65705, 0.46932, -1.28180], [2.76585, -1.03961, -1.03316], [2.84762, 1.24596, 0.03624], [3.81175, 0.86080, -2.21369], [0.80229, 1.72035, -7.16311], [0.58885, 0.31993, -6.10455], [1.94887, 1.42981, -5.86337], [0.61702, 4.09035, -6.16461], [1.59293, 3.65992, -4.75107], [-0.04340, 4.30238, -4.53384], [-1.33445, 2.63497, -6.86020], [-2.04385, 2.99531, -5.29395], [-1.87892, 1.30996, -5.82768], [-2.12053, 1.91227, -3.45884], [2.09386, 1.38848, -3.75476], [2.03452, -1.37980, -0.31078], [3.76016, -1.27751, -0.64234], [2.62407, -1.59536, -1.96423], [2.26368, 0.81481, 0.85029], [2.56935, 2.29668, -0.08644], [3.89911, 1.21163, 0.33113], [3.79557, 0.30212, -3.15238], [4.75264, 0.62647, -1.71287], [3.81496, 1.93044, -2.43870], [1.08846, -6.05120, 1.72618], [1.37880, -5.13992, 0.81882], [1.43563, -5.68975, -0.37428], [2.52500, -4.55053, 1.11015], [0.02523, -3.83765, 0.77311], [0.72137, -2.56466, 1.08300], [-0.58349, -3.93113, -0.51191], [-0.97393, -4.23235, 1.92210], [-1.19540, -3.52092, 3.29468], [-0.77039, -2.07955, 3.29650], [-2.50112, -3.76084, 3.79571], [0.01119, -4.24650, 4.48084], [0.01506, -3.51248, 5.57774], [1.21806, -4.23508, 3.92092], [-0.35782, -5.47842, 4.74666], [1.98444, -1.03587, 3.45168], [1.21092, -0.30797, 2.48231], [1.41737, -1.16946, 4.37142], [2.87089, -0.44860, 3.67530], [2.29511, -2.00941, 3.08063]], "forces_ev_per_angstrom": [[1.1, 0.6, -1.6], [-0.1, 0.0, 0.0], [0.0, 0.0, 0.0], [0.0, 0.0, 0.0], [0.0, -0.2, -0.1], [-0.1, -0.1, 0.1], [0.0, 0.1, 0.0], [0.1, 0.5, 0.2], [0.0, -0.2, -0.2], [0.0, 0.0, 0.0], [-0.1, 0.0, 0.1], [-0.1, 0.0, 0.0], [-0.1, 0.0, 0.0], [0.3, 0.2, -0.1], [0.1, 0.0, 0.2], [0.0, 0.0, 0.0], [0.0, 0.0, 0.0], [0.0, 0.0, 0.0], [0.0, 0.0, 0.0], [0.0, 0.0, 0.0], [0.0, 0.0, 0.0], [0.0, 0.0, 0.0], [0.0, 0.0, 0.0], [0.1, 0.0, 0.1], [0.0, 0.0, -0.1], [0.0, 0.1, 0.1], [0.0, 0.0, -0.1], [0.0, 0.0, 0.0], [0.1, 0.0, 0.0], [0.1, 0.0, -0.3], [0.4, -0.3, 0.5], [-0.1, -0.1, 0.2], [0.0, 0.7, -0.8], [-0.7, -1.3, 1.4], [-0.2, -0.1, 0.2], [-0.1, 0.1, -0.2], [-0.1, 0.1, 0.0], [0.1, 0.0, 0.0], [0.0, -0.1, 0.0], [-0.1, 0.1, 0.0], [0.0, 0.0, 0.0], [0.0, 0.1, 0.0], [-0.1, 0.0, 0.0], [0.0, 0.0, 0.1], [0.0, 0.0, 0.0], [0.0, 0.0, 0.0], [0.0, 0.0, 0.0], [0.0, 0.0, 0.0], [0.0, 0.0, 0.0], [0.0, 0.0, 0.0], [0.0, 0.0, 0.0], [-0.1, 0.0, 0.0], [-0.1, 0.0, 0.0], [0.0, 0.0, 0.1], [0.1, 0.0, -0.1], [0.0, 0.0, 0.0], [0.0, 0.0, 0.0], [0.0, 0.0, 0.0], [0.0, 0.0, 0.0], [0.0, 0.0, 0.0], [0.0, -0.1, 0.1], [0.0, 0.2, -0.1], [0.1, 0.0, 0.0], [0.1, -0.1, 0.0], [-0.1, 0.2, -0.1], [-0.4, -0.1, 0.0], [0.0, 0.0, 0.2], [0.0, 0.1, 0.2], [-0.3, 0.3, -0.4], [0.0, -0.1, -0.2], [0.1, 0.1, 0.0], [-0.1, 0.1, -0.1], [0.1, 0.0, 0.1], [0.0, 0.0, 0.1], [0.1, -0.2, 0.0], [0.1, 0.2, -0.5], [-0.5, -0.4, 1.2], [-0.1, 0.1, 0.0], [0.0, 0.1, 0.0], [0.0, -0.1, -0.1]], "mulliken_charge": [0.30, -0.59, -0.91, 0.47, 0.33, -0.69, -0.63, 1.50, -0.87, 0.26, -0.43, -0.53, -0.98, -0.37, 0.54, 0.43, 0.48, 0.16, 0.46, 0.41, 0.60, 0.46, 0.50, 0.65, -1.68, 1.83, -1.52, -2.04, -0.39, 0.07, -0.17, -0.16, 0.56, 1.15, -1.21, -0.47, 2.65, -1.22, -1.25, -2.47, 0.47, 0.36, 0.37, 0.44, 0.33, 0.35, 0.43, 0.36, 0.44, 0.43, 0.47, -0.26, 0.46, 0.40, -0.11, 0.29, 0.56, 0.43, 0.47, 0.46, -0.20, 0.63, -0.20, -0.20, 1.28, -0.95, -0.72, -0.60, 1.30, -0.63, -0.61, 0.44, -0.19, -0.18, -0.18, -0.76, -0.43, 0.27, 0.33, 0.21], "gap_ev": [5.86, 5.73], "total_charge": 1, "e_homo_ev": [-10.847, -11.002], "spin_multiplicity": 2, "de_lowest_kj_mol": 36.4, "s_squared": 1.089, "total_energy_ev": -157941.4909}